ORCA calculation (wB97M-V/def2-TZVPD) on C6H12N2 as an isolated structure at a distorted geometry.

Each line ends with the natural charge from an NBO analysis.
Geometry (Å):
1 C 1.5379 1.7046 -0.5492  -0.621
2 C 0.5925 0.8543 0.4943  -0.114
3 C -0.9952 1.1651 0.3146  -0.434
4 C -1.0146 -0.4465 0.3250  -0.068
5 C -2.2652 -0.8984 -0.3528  -0.634
6 C 1.8684 -1.9321 0.3193  -0.133
7 H 0.8375 2.3348 -1.1868  0.224
8 H 2.0752 0.8666 -1.3242  0.229
9 H 2.6174 2.3457 0.0634  0.192
10 H 1.1302 0.7582 1.5936  0.219
11 H -1.6669 2.1123 0.9681  0.252
12 H -1.2453 1.0596 -1.0018  0.235
13 H -0.9749 -0.8374 1.4644  0.185
14 H -2.4498 -0.5815 -1.2991  0.212
15 H -3.0160 -0.3319 0.3564  0.219
16 H -2.5433 -2.0307 -0.6435  0.224
17 H 1.9330 -1.4910 1.4047  0.174
18 H 2.3589 -2.7555 -0.0341  0.188
19 N 0.2935 -0.3182 -0.3698  -0.337
20 N 0.9265 -1.5780 -0.5424  -0.212

Output
- Frontier orbital gap: 9.9 eV
- LUMO energy: 1.0 eV
- Highest occupied orbital energy: -8.9 eV
- Maximum force: 5.387 eV/Å
- E_tot: -9388.3134 eV
- Relative energy (zero: lowest compared OMol25 entry of this formula, charge and spin): 823.6 kJ/mol